No. 1
Entry from the OMol25 dataset: the molecule C2H6N2OS in a non-equilibrium geometry (the ωB97M-V functional and the def2-TZVPD basis).

## Properties
* energy above the lowest of the compared OMol25 structures with the same formula, charge and spin: 310.49 kJ/mol
* SMILES: CN(S)/C=N\O
* gap between HOMO and LUMO: 9.1 eV
* F_max: 2.2 eV Å⁻¹
* HOMO level: -8.449 eV

Geometry (Å):
S1 -2.39 -0.54 -0.26
O1 2.12 -0.04 -0.23
N1 -0.73 -0.13 -0.05
N2 1.42 -1.22 -0.07
C1 0.16 -1.15 -0.01
C2 -0.28 1.24 -0.04
H1 0.53 1.37 -0.80
H2 3.09 -0.33 -0.18
H3 0.20 1.54 0.87
H4 -2.79 -0.51 1.02
H5 -0.26 -2.16 0.04
H6 -1.09 1.93 -0.28

Löwdin atomic charge list, values in e, 6 entries: atom 1 (S): 0.807, atom 2 (O): -0.119, atom 3 (N): -0.532, atom 4 (N): -0.029, atom 5 (C): -0.327, atom 6 (C): -0.130

No. 2
Entry from the OMol25 dataset: the ion C2H6N2P with charge +1 in a non-equilibrium geometry (the ωB97M-V functional and the def2-TZVPD basis).

## Properties
* energy above the lowest of the compared OMol25 structures with the same formula, charge and spin: 40.23 kJ/mol
* SMILES: C1=[NH+]CPN1
* gap between HOMO and LUMO: 10.1 eV
* charge: +1
* F_max: 4.9 eV Å⁻¹
* HOMO level: -14.261 eV

Geometry (Å):
P1 -0.17 1.56 0.61
N1 -1.02 -0.04 0.93
N2 0.21 -0.70 -0.81
C1 0.85 0.53 -0.68
C2 -0.77 -0.95 0.04
H1 0.87 1.00 -1.61
H2 1.95 0.62 -0.21
H3 -1.40 -1.80 -0.17
H4 -1.78 0.06 1.50
H5 0.57 -1.55 -1.33
H6 0.70 1.27 1.75

Löwdin atomic charge list, values in e, 6 entries: atom 1 (P): 1.027, atom 2 (N): -0.116, atom 3 (N): -0.013, atom 4 (C): -0.353, atom 5 (C): -0.153, atom 6 (H): 0.057

No. 3
Entry from the OMol25 dataset: the ion C2H6N2P with charge +1 in a non-equilibrium geometry (the ωB97M-V functional and the def2-TZVPD basis).

## Properties
* energy above the lowest of the compared OMol25 structures with the same formula, charge and spin: 176.76 kJ/mol
* SMILES: C=[N+]=PCN
* gap between HOMO and LUMO: 8.2 eV
* charge: +1
* F_max: 3.1 eV Å⁻¹
* HOMO level: -13.920 eV

Geometry (Å):
P1 -0.34 -1.33 0.28
N1 -1.53 -0.42 0.07
N2 1.94 -0.39 -0.60
C1 0.99 0.05 0.41
C2 -2.46 0.38 -0.11
H1 -2.60 0.87 -1.06
H2 1.37 0.16 1.40
H3 -3.03 0.68 0.76
H4 2.64 0.28 -0.81
H5 0.67 1.04 0.12
H6 2.35 -1.32 -0.45

Löwdin atomic charge list, values in e, 6 entries: atom 1 (P): 1.173, atom 2 (N): -0.323, atom 3 (N): -0.060, atom 4 (C): -0.402, atom 5 (C): 0.076, atom 6 (H): 0.120

No. 4
Entry from the OMol25 dataset: the molecule C2H6N2S in a non-equilibrium geometry (the ωB97M-V functional and the def2-TZVPD basis).

## Properties
* energy above the lowest of the compared OMol25 structures with the same formula, charge and spin: 34.55 kJ/mol
* SMILES: [H]/N=C(/N)SC
* gap between HOMO and LUMO: 9.6 eV
* F_max: 2.5 eV Å⁻¹
* HOMO level: -8.831 eV

Geometry (Å):
S1 -0.72 -0.57 -0.46
N1 1.67 -0.89 0.48
N2 1.17 1.27 -0.18
C1 -1.83 0.48 0.52
C2 0.85 -0.03 0.01
H1 0.60 1.90 -0.76
H2 -2.01 0.06 1.52
H3 2.10 1.62 0.09
H4 -1.50 1.50 0.65
H5 1.22 -1.75 0.52
H6 -2.76 0.42 0.02

Löwdin atomic charge list, values in e, 6 entries: atom 1 (S): 0.887, atom 2 (N): 0.062, atom 3 (N): 0.055, atom 4 (C): -0.386, atom 5 (C): -0.891, atom 6 (H): 0.102

No. 5
Entry from the OMol25 dataset: the molecule C2H6N2S in a non-equilibrium geometry (the ωB97M-V functional and the def2-TZVPD basis).

## Properties
* energy above the lowest of the compared OMol25 structures with the same formula, charge and spin: 103.81 kJ/mol
* SMILES: CC(=S)NN
* gap between HOMO and LUMO: 9.4 eV
* F_max: 3.0 eV Å⁻¹
* HOMO level: -8.501 eV

Geometry (Å):
S1 -0.45 1.44 0.23
N1 0.19 -1.19 0.24
N2 -0.53 -1.65 1.31
C1 0.18 0.05 -0.33
C2 0.97 0.06 -1.60
H1 0.48 0.81 -2.30
H2 -1.45 -1.15 1.18
H3 1.98 0.48 -1.55
H4 0.69 -1.85 -0.37
H5 -0.10 -1.17 2.11
H6 1.02 -0.92 -2.04

Löwdin atomic charge list, values in e, 6 entries: atom 1 (S): 0.628, atom 2 (N): -0.155, atom 3 (N): 0.023, atom 4 (C): -0.913, atom 5 (C): -0.134, atom 6 (H): 0.090

No. 6
Entry from the OMol25 dataset: the molecule C2H6N2S in a non-equilibrium geometry (the ωB97M-V functional and the def2-TZVPD basis).

## Properties
* energy above the lowest of the compared OMol25 structures with the same formula, charge and spin: 271.85 kJ/mol
* SMILES: CC(=S)NN
* gap between HOMO and LUMO: 9.0 eV
* F_max: 8.6 eV Å⁻¹
* HOMO level: -8.444 eV

Geometry (Å):
S1 -1.87 -0.31 -0.02
N1 2.31 -0.26 -0.08
N2 0.84 -0.77 0.13
C1 -0.28 0.06 -0.05
C2 0.31 1.60 -0.06
H1 2.69 -1.08 -0.78
H2 0.76 -1.79 0.16
H3 -0.57 2.08 0.32
H4 0.93 1.85 -0.80
H5 2.90 -0.39 0.72
H6 0.85 1.62 1.00

Löwdin atomic charge list, values in e, 6 entries: atom 1 (S): 0.609, atom 2 (N): 0.018, atom 3 (N): -0.099, atom 4 (C): -0.877, atom 5 (C): -0.077, atom 6 (H): 0.138

No. 7
Entry from the OMol25 dataset: the molecule C2H6N2S2 in a non-equilibrium geometry (the ωB97M-V functional and the def2-TZVPD basis).

## Properties
* energy above the lowest of the compared OMol25 structures with the same formula, charge and spin: 54.49 kJ/mol
* SMILES: [H]/N=C(\CS)NS
* gap between HOMO and LUMO: 9.6 eV
* F_max: 1.2 eV Å⁻¹
* HOMO level: -9.010 eV

Geometry (Å):
S1 -1.21 -2.57 -0.26
S2 1.31 2.12 0.48
N1 0.71 -0.88 0.99
N2 -0.67 -1.08 -0.81
C1 0.20 -0.34 -0.03
C2 0.36 1.06 -0.59
H1 1.42 -0.29 1.42
H2 0.50 2.24 1.53
H3 -0.56 1.58 -0.94
H4 -1.70 -2.23 0.98
H5 1.04 0.91 -1.48
H6 -1.40 -0.54 -1.30

Löwdin atomic charge list, values in e, 6 entries: atom 1 (S): 0.729, atom 2 (S): 0.727, atom 3 (N): 0.099, atom 4 (N): -0.425, atom 5 (C): -0.632, atom 6 (C): -0.532

No. 8
Entry from the OMol25 dataset: the ion C2H6N3 with charge +1 in a non-equilibrium geometry (the ωB97M-V functional and the def2-TZVPD basis).

## Properties
* energy above the lowest of the compared OMol25 structures with the same formula, charge and spin: 688.44 kJ/mol
* gap between HOMO and LUMO (spin up / spin down): 8.1 / 8.1 eV
* charge: +1
* F_max: 5.0 eV Å⁻¹
* HOMO level (spin up / spin down): -13.517 / -13.519 eV

Geometry (Å):
N1 0.61 1.48 0.67
N2 0.33 -1.50 -0.04
N3 0.43 1.11 -0.65
C1 -0.05 -0.34 -0.42
C2 -0.97 -1.10 0.48
H1 -0.05 1.63 -1.35
H2 1.06 -2.20 -0.25
H3 -0.96 -0.77 1.51
H4 1.47 1.04 -1.05
H5 -1.91 -1.55 0.08
H6 0.04 2.18 1.03

Löwdin atomic charge list, values in e, 6 entries: atom 1 (N): 0.032, atom 2 (N): 0.174, atom 3 (N): -0.053, atom 4 (C): -0.068, atom 5 (C): 0.021, atom 6 (H): 0.165

No. 9
Entry from the OMol25 dataset: a cluster of 2 separate species, C2H6N3 in total in a non-equilibrium geometry (the ωB97M-V functional and the def2-TZVPD basis).

## Properties
* energy above the lowest of the compared OMol25 structures with the same formula, charge and spin: 464.70 kJ/mol
* gap between HOMO and LUMO (spin up / spin down): 7.3 / 7.3 eV
* charge: +1
* F_max: 5.9 eV Å⁻¹
* HOMO level (spin up / spin down): -12.609 / -12.607 eV

Geometry (Å):
N1 0.58 0.72 -1.19
N2 -2.75 0.31 -0.13
N3 1.56 0.45 -0.68
C1 -1.61 0.12 0.41
C2 2.40 -0.26 0.21
H1 1.86 -1.18 0.21
H2 2.48 0.17 1.18
H3 3.51 -0.30 -0.19
H4 -2.70 0.67 -1.16
H5 -1.63 -0.66 1.21
H6 -3.70 -0.04 0.13

Löwdin atomic charge list, values in e, 6 entries: atom 1 (N): 0.351, atom 2 (N): -0.015, atom 3 (N): 0.018, atom 4 (C): -0.072, atom 5 (C): 0.025, atom 6 (H): 0.106

No. 10
Entry from the OMol25 dataset: the ion C2H6N3 with charge +1 in a non-equilibrium geometry (the ωB97M-V functional and the def2-TZVPD basis).

## Properties
* energy above the lowest of the compared OMol25 structures with the same formula, charge and spin: 304.93 kJ/mol
* SMILES: C1N=NC[NH2+]1
* gap between HOMO and LUMO: 10.7 eV
* charge: +1
* F_max: 3.3 eV Å⁻¹
* HOMO level: -14.866 eV

Geometry (Å):
N1 -0.35 -0.14 0.68
N2 1.05 0.60 -1.00
N3 0.50 -0.33 -1.50
C1 -0.65 -0.88 -0.56
C2 0.82 0.82 0.37
H1 -1.54 -0.50 -1.09
H2 1.80 0.70 0.95
H3 0.56 1.97 0.46
H4 -1.08 0.48 0.75
H5 -0.72 -2.00 -0.53
H6 -0.38 -0.73 1.46

Löwdin atomic charge list, values in e, 6 entries: atom 1 (N): 0.126, atom 2 (N): -0.005, atom 3 (N): 0.088, atom 4 (C): -0.052, atom 5 (C): -0.095, atom 6 (H): 0.140